Entry 1:
This record from the Open Molecules 2025 dataset describes C46H38N9O5STi as an isolated structure in a non-equilibrium geometry. The level of theory is ωB97M-V/def2-TZVPD.

Results
LUMO level (spin up / spin down) = -0.25 / -0.25 eV
Kohn-Sham gap (spin up / spin down) = 6.334 / 6.340 eV
charge = 0
DFT total energy = -3892.23828 hartree
strongest force on any atom = 0.120 hartree/bohr
spin multiplicity = 2

Each line ends with the Mulliken spin population.
CARTESIAN COORDINATES (ANGSTROEM)
Ti -12.446658 4.072467 -15.619498  0.799
O -15.221534 2.570564 -12.759552  0.001
C -14.271679 3.044363 -13.449454  -0.002
N -14.260824 3.081030 -14.834305  -0.004
C -15.229537 2.876099 -15.711071  0.012
C -16.366884 2.049121 -15.441806  0.003
C -17.101799 1.601785 -16.540723  -0.001
C -16.739854 1.832600 -17.866103  0.000
C -15.662378 2.705359 -18.110596  -0.001
C -14.949749 3.302531 -17.020618  0.008
N -13.750110 4.068053 -17.151570  -0.038
C -13.738652 5.050273 -18.183375  -0.006
O -12.669398 5.301578 -18.725587  0.005
C -14.998914 5.807822 -18.490846  -0.016
C -15.158101 6.131910 -19.820683  -0.001
C -16.374182 6.713192 -20.140776  0.000
C -17.318169 7.070228 -19.124136  0.000
C -16.949289 6.936361 -17.828389  0.000
N -15.798553 6.334054 -17.530726  0.001
C -12.934134 3.233199 -12.815089  0.008
C -12.882660 3.078151 -11.444581  -0.003
C -11.755934 3.460493 -10.777609  0.005
C -10.708200 4.016709 -11.539390  -0.003
C -10.847157 4.187582 -12.870222  0.008
N -11.937965 3.823095 -13.547463  -0.031
H -16.624553 1.909025 -14.386461  0.000
H -17.996291 1.006993 -16.361245  0.000
H -17.211827 1.294160 -18.703616  0.000
H -15.392035 2.973383 -19.173161  0.000
H -14.488220 5.885158 -20.621542  0.000
H -16.669152 6.952273 -21.170529  0.000
H -18.308681 7.423136 -19.442817  0.000
H -17.572769 7.309014 -17.071443  0.000
H -13.756475 2.678560 -11.016129  0.000
H -11.691198 3.493088 -9.685403  0.000
H -9.702650 4.094977 -11.117690  0.000
H -10.085709 4.655753 -13.455807  0.001
C -13.153515 8.329138 -15.217118  0.000
C -12.561660 6.976812 -15.397445  0.045
N -13.380181 5.931631 -15.259146  0.030
O -14.705801 6.145569 -14.891124  -0.001
C -11.185298 6.634327 -15.624602  0.128
C -10.063483 7.636800 -15.481044  -0.014
N -11.018561 5.339312 -16.064462  -0.040
O -9.940053 4.922179 -16.544079  0.017
H -13.393817 8.443209 -14.175452  0.004
H -14.052311 8.397666 -15.878627  0.004
H -12.190456 8.949591 -15.435150  -0.002
H -15.253234 6.035494 -15.752953  0.004
H -9.167381 7.126246 -15.743901  -0.001
H -10.062052 8.148813 -14.495526  0.005
H -10.277896 8.433695 -16.227174  0.007
N -7.481743 8.707484 -26.220303  0.000
C -6.833675 8.320378 -27.415771  0.000
C -6.117158 7.259994 -27.847723  0.000
C -5.100716 7.512891 -28.843140  0.000
C -5.279054 8.617769 -29.752134  0.000
C -6.261382 9.531713 -29.454058  0.000
C -6.919966 9.500447 -28.251860  0.000
N -7.541553 10.529134 -27.588476  0.000
C -7.947923 9.996839 -26.404181  0.000
C -8.770658 10.710698 -25.424733  0.000
C -9.329856 10.017518 -24.329007  0.000
C -10.192955 10.672313 -23.490726  0.000
N -10.492748 12.002275 -23.551208  0.000
C -10.033361 12.610388 -24.637606  0.000
C -9.125059 12.055422 -25.570670  0.000
H -7.356599 8.124974 -25.345601  0.000
H -6.135712 6.291585 -27.420136  0.000
H -4.346936 6.744012 -28.858040  0.000
H -4.706428 8.625196 -30.707148  0.000
H -6.413645 10.294122 -30.214124  0.000
H -9.298297 8.960067 -24.193399  0.000
H -10.664777 10.129476 -22.708242  0.000
H -10.479015 13.574051 -24.739958  0.000
H -8.666994 12.737596 -26.393472  0.000
O -11.538306 2.454419 -15.964371  0.055
S -11.049267 1.036377 -16.359840  0.002
C -11.077000 1.114652 -18.162296  0.000
C -11.440363 2.337583 -18.776234  0.004
C -11.812928 2.346035 -20.082443  0.001
C -11.842068 1.172290 -20.847588  0.000
C -11.406309 0.006765 -20.219122  0.000
C -10.976713 -0.094517 -18.913052  -0.001
C -9.233978 0.848930 -15.987532  0.001
C -8.248187 1.681036 -16.555136  0.000
C -6.851564 1.183309 -16.486810  0.000
C -6.566530 -0.037652 -15.978419  0.000
C -7.583023 -0.661196 -15.221683  0.000
C -8.917090 -0.255220 -15.260161  0.000
H -11.189809 3.194079 -18.149637  0.003
H -12.289326 3.201954 -20.532559  0.000
H -12.111575 1.247822 -21.937633  0.000
H -11.573335 -0.991756 -20.700586  0.000
H -10.587114 -0.988532 -18.495646  0.000
H -8.568746 2.575464 -17.090822  0.000
H -6.040439 1.881942 -16.654128  0.000
H -5.655897 -0.580913 -16.145715  0.000
H -7.277004 -1.528793 -14.589743  0.000
H -9.656129 -0.855319 -14.787361  0.000

Atomic forces in eV per Å
-3.35 -0.84 0.11
1.67 1.49 -0.66
-2.71 -3.40 -2.01
4.01 2.60 3.87
-2.67 -2.00 -0.86
0.34 1.32 -0.86
-0.57 -0.59 0.55
0.95 0.59 -0.14
0.16 0.79 -0.14
0.04 -0.86 -0.96
-1.60 0.93 -2.51
1.37 -2.08 2.72
-0.82 0.65 -0.41
0.10 1.32 0.29
-1.88 0.35 -0.62
-1.44 0.84 0.45
0.23 -0.19 -2.87
1.34 -0.68 -0.80
0.90 -1.52 0.47
0.30 1.86 -0.81
0.52 0.01 -0.44
0.95 1.00 0.17
0.63 -1.23 1.89
-0.29 -0.03 -1.38
-1.32 -0.48 1.58
0.02 -0.33 -0.65
0.19 -0.05 0.05
0.04 0.53 0.55
-0.12 -0.40 1.28
0.48 -0.25 0.17
0.34 -0.28 0.36
0.56 0.04 0.36
-0.48 0.27 1.30
-0.86 -0.33 0.70
0.02 -0.47 -0.41
-0.49 0.66 0.12
0.52 0.12 -0.32
2.75 0.49 -1.11
-2.43 -2.48 1.22
1.60 0.73 0.10
-0.40 0.35 -1.32
0.35 -0.95 -0.52
-1.80 0.63 -0.71
-0.13 3.62 0.77
1.29 -0.36 -0.04
-0.42 0.24 0.37
0.98 0.50 0.56
-2.47 0.03 0.06
0.93 0.15 1.00
0.93 -0.11 0.04
0.21 -0.61 -0.44
0.60 -0.27 0.30
0.29 -1.83 -0.13
-1.38 3.41 -0.05
3.10 -0.12 -1.12
-2.68 0.20 0.19
0.80 -2.23 0.81
0.73 0.79 -1.85
0.31 -0.82 2.00
-1.83 -1.24 1.91
1.59 0.86 -1.77
-0.13 0.07 0.47
-0.58 0.67 -0.82
0.28 1.66 0.32
-0.05 -1.86 -0.78
0.57 -0.49 0.08
0.45 1.22 -0.80
-0.67 1.46 -1.50
0.15 -0.65 0.84
0.18 -0.04 -0.84
-0.42 0.31 1.02
-0.25 0.27 0.49
0.50 -0.60 -0.15
-0.28 -0.31 0.68
0.38 0.88 -0.43
-1.05 -1.60 1.43
1.84 -2.93 -0.51
0.67 1.39 0.02
0.11 -0.65 -1.03
1.62 -1.06 2.42
-1.07 -0.36 -1.73
0.38 0.47 0.19
-0.61 -2.29 -1.42
-0.72 3.00 0.84
-0.60 1.96 -1.75
1.43 -1.81 0.50
-2.58 2.96 -0.40
-1.69 -1.28 1.33
0.58 -1.24 0.15
1.54 -0.89 0.39
-1.00 0.34 -0.52
0.57 0.62 0.08
0.05 -0.47 1.45
0.61 1.12 -0.08
-0.09 -0.79 0.32
0.45 0.00 0.28
-0.09 -0.10 -0.96
0.62 0.38 0.38
-0.54 0.58 -0.78
-0.55 -0.27 0.44



Entry 2:
This record from the Open Molecules 2025 dataset describes C48H40LaN4O7S3Si as an isolated structure in a non-equilibrium geometry. The level of theory is ωB97M-V/def2-TZVPD.

Results
LUMO level = 0.75 eV
Kohn-Sham gap = 5.338 eV
charge = -1
DFT total energy = -4114.53589 hartree
strongest force on any atom = 0.047 hartree/bohr
spin multiplicity = 1

Each line ends with the Löwdin charge.
CARTESIAN COORDINATES (ANGSTROEM)
La -0.025966 0.699376 -0.844642  1.784
C 4.919634 4.722276 -1.450242  -0.097
C 3.882834 5.504776 -0.963342  -0.091
C 2.596134 5.011376 -0.928342  -0.022
C 2.323034 3.722676 -1.406342  -0.253
C 3.362434 2.959176 -1.940442  -0.024
C 4.654234 3.451776 -1.939042  -0.080
N 1.025134 3.210976 -1.375242  -0.018
N 0.142634 4.135876 -1.399142  0.057
C -1.182766 3.831076 -1.307142  -0.411
C -2.001566 4.967276 -1.161442  -0.044
C -3.365566 4.826576 -1.088742  -0.102
C -3.913966 3.551076 -1.144242  -0.078
C -3.098166 2.431676 -1.237842  -0.150
C -1.711566 2.514276 -1.370842  -0.290
H 5.930634 5.103976 -1.452442  0.096
H 4.079534 6.510576 -0.618742  0.098
H 1.775234 5.594076 -0.535842  0.103
H 3.136134 2.003176 -2.390242  0.097
H 5.458034 2.846976 -2.334442  0.099
H -1.521966 5.930176 -1.058542  0.101
H -4.005866 5.691376 -0.980242  0.093
H -4.987466 3.421476 -1.097242  0.099
H -3.578466 1.459976 -1.236042  0.058
O -1.221066 -1.219124 4.639058  -0.298
S -0.143266 -0.329224 4.289158  0.639
O 1.184734 -0.870224 4.446158  -0.326
N -0.321066 0.330876 2.794658  -0.156
C -0.477966 1.627376 2.883158  -0.819
S -0.571566 2.650876 1.572958  0.722
C -0.565066 2.181576 4.246558  -0.236
C -0.846666 3.485976 4.625058  -0.030
C -0.915066 3.774576 5.978458  -0.073
C -0.687866 2.789976 6.930958  -0.078
C -0.395966 1.485676 6.550158  -0.042
C -0.347166 1.206876 5.205558  -0.194
H -1.019066 4.236776 3.869358  0.092
H -1.160366 4.777776 6.295658  0.101
H -0.745666 3.037176 7.979758  0.099
H -0.218766 0.702376 7.270558  0.116
O 2.114334 -0.274824 -1.896942  -0.137
C 2.812034 0.056476 -0.902742  -0.714
O 2.333834 0.591976 0.124358  -0.164
C 4.305034 -0.124724 -0.969242  -0.120
C 4.934534 -0.389824 -2.185942  0.000
C 6.310034 -0.416724 -2.272742  0.015
C 7.071834 -0.200224 -1.122242  -0.163
C 6.450834 0.051876 0.103058  0.023
C 5.075334 0.095776 0.172758  0.012
N 8.489234 -0.213324 -1.213142  -0.348
O 8.996334 -0.407624 -2.317042  0.060
O 9.142634 -0.035224 -0.187542  0.065
H 4.319134 -0.556324 -3.057042  0.123
H 6.821734 -0.576624 -3.212042  0.118
H 7.065134 0.223976 0.972958  0.118
H 4.564034 0.306376 1.101158  0.128
C -3.487066 -2.636924 2.739658  -0.108
C -3.295366 -3.591024 1.758358  -0.100
C -2.932166 -3.212624 0.477658  -0.109
C -2.740766 -1.874624 0.147458  -0.312
C -2.944266 -0.926424 1.148458  -0.126
C -3.321266 -1.299024 2.424258  -0.106
Si -2.103666 -1.300924 -1.588442  0.678
C -3.725966 -0.686424 -2.450142  -0.348
C -4.971866 -0.763624 -1.832342  -0.113
C -6.105666 -0.248024 -2.434342  -0.102
C -6.019666 0.355776 -3.675942  -0.114
C -4.793766 0.423776 -4.317042  -0.102
C -3.664966 -0.089324 -3.706642  -0.127
C -1.863966 -3.013724 -2.467742  -0.299
C -0.677666 -3.726824 -2.312842  -0.122
C -0.538866 -5.009824 -2.809542  -0.105
C -1.584866 -5.610424 -3.489542  -0.115
C -2.762966 -4.908024 -3.680442  -0.102
C -2.896766 -3.625824 -3.177542  -0.101
H -3.743766 -2.928124 3.746558  0.100
H -3.426166 -4.637924 1.990258  0.096
H -2.797966 -3.971024 -0.281542  0.095
H -2.812266 0.127976 0.927258  0.088
H -3.466366 -0.554524 3.190558  0.100
H -5.049666 -1.223024 -0.857142  0.095
H -7.061566 -0.311024 -1.931642  0.094
H -6.901066 0.779276 -4.137342  0.090
H -4.722666 0.890176 -5.290142  0.094
H -2.709766 -0.012124 -4.209442  0.097
H 0.148634 -3.274424 -1.782342  0.084
H 0.390734 -5.543424 -2.672542  0.092
H -1.490966 -6.623024 -3.858942  0.091
H -3.587666 -5.377324 -4.201542  0.094
H -3.828966 -3.097224 -3.321842  0.093
O 0.177834 -1.226224 0.439358  -0.763
S 1.116934 -1.462824 1.575458  0.986
C 2.251934 -2.727624 0.820158  -0.260
C 1.783934 -4.116224 1.232258  -0.220
C 0.306234 -3.974524 1.587358  -0.228
C 0.245534 -2.772124 2.498658  -0.293
H 3.263434 -2.503124 1.143258  0.084
H 2.172734 -2.562224 -0.253142  0.084
H 2.336134 -4.451224 2.115058  0.111
H 1.945434 -4.838724 0.429858  0.110
H -0.097466 -4.871524 2.058158  0.120
H -0.289566 -3.770724 0.696358  0.088
H 0.784734 -2.920524 3.428858  0.090
H -0.753266 -2.404924 2.710858  0.062

Atomic forces in eV per Å
0.91 0.85 0.14
0.09 -0.07 -0.03
0.06 0.05 -0.03
-0.13 -0.30 0.03
1.13 0.74 -0.10
-0.48 0.11 0.12
0.12 0.12 -0.03
-2.27 0.56 -0.33
2.32 -0.41 0.13
-1.76 -0.54 -0.29
0.43 -0.13 0.06
-0.22 0.07 0.01
-0.04 -0.08 0.11
-0.06 0.09 -0.19
-0.06 0.72 -0.06
0.07 0.02 -0.02
0.03 0.03 0.10
0.07 0.01 0.03
-0.01 -0.07 0.04
0.06 -0.07 -0.05
0.00 0.15 -0.13
-0.01 0.06 0.00
-0.10 0.02 0.03
-0.03 0.04 -0.04
-0.05 0.21 0.01
-0.18 0.46 1.03
0.08 0.33 0.16
-0.13 -0.28 0.96
0.01 0.24 -0.56
-0.04 0.07 -0.57
0.03 0.06 0.81
0.03 -0.20 -0.06
-0.03 0.06 -0.04
0.05 -0.16 0.02
0.06 -0.20 0.13
-0.06 -0.03 -0.82
-0.01 0.06 -0.06
0.02 0.08 0.04
0.00 0.03 0.12
-0.02 -0.02 0.18
0.03 -0.02 -0.38
0.08 0.10 0.04
0.45 0.07 0.19
0.45 0.07 -0.01
-0.36 0.01 0.24
0.57 0.05 0.14
-2.05 0.09 0.07
0.56 -0.08 -0.17
-0.36 -0.12 -0.24
2.00 -0.07 -0.13
-0.28 0.14 0.73
-0.42 -0.10 -0.65
-0.04 0.01 -0.09
-0.08 -0.06 0.04
0.01 0.00 0.05
0.02 0.08 0.04
-0.03 -0.01 0.04
-0.05 -0.18 0.09
-0.05 0.04 -0.13
0.20 0.11 -0.63
-0.10 -0.03 -0.06
-0.12 0.14 0.13
-1.16 -0.89 -0.62
0.40 -0.32 0.38
0.07 -0.05 0.03
-0.24 0.06 0.03
-0.12 0.06 -0.06
-0.04 0.07 -0.18
0.06 -0.03 0.02
-0.13 0.58 0.25
-0.04 0.05 0.01
0.16 -0.17 -0.07
-0.03 -0.12 -0.03
-0.07 -0.18 -0.05
0.01 0.04 0.04
-0.04 -0.02 0.13
-0.02 -0.16 0.05
0.04 -0.11 -0.05
0.03 0.16 0.02
0.03 0.14 0.09
-0.04 -0.06 0.11
-0.08 0.00 0.05
-0.07 0.01 -0.06
0.03 0.05 -0.08
0.13 0.04 -0.07
0.14 0.11 0.10
0.11 -0.08 0.04
0.05 -0.04 -0.05
-0.05 0.01 -0.06
-0.08 0.04 0.00
-0.85 -0.36 -0.69
1.42 -1.74 0.82
-0.04 0.34 0.25
-0.21 -0.15 -0.04
0.04 -0.19 -0.13
0.11 0.05 -0.36
0.18 0.06 -0.01
-0.04 0.09 -0.03
0.01 -0.03 -0.06
0.05 -0.01 0.04
-0.03 0.02 0.07
0.01 -0.08 -0.04
0.06 -0.05 0.09
-0.09 -0.03 -0.07